A structure of composition C28H36FN6O9SScSe at a distorted geometry. Source: the OMol25 dataset; level of theory: ωB97M-V/def2-TZVPD.

Summary:
**Gap between HOMO and LUMO**: 0.187 hartree
**Net charge**: -2
**Spin multiplicity**: 1
**Energy relative to the best compared isomer or geometry (same formula, charge and spin)**: 372.16 kJ/mol
**Maximum force**: 1.665 eV/A

The geometry in XYZ format:
```
83
Properties=species:S:1:pos:R:3:lowdin_charge:R:1
Sc -0.0882 0.3972 -0.3835 0.802
C 1.6987 0.6684 4.2370 -0.059
C 1.0854 0.1895 2.9065 -0.545
O 1.0773 1.0469 1.9832 -0.093
C 0.5935 -1.1159 2.9293 -0.091
C -0.1231 -1.7237 1.7967 -0.361
C 0.3696 -2.9941 1.0984 -0.042
N -1.2327 -1.2485 1.3039 0.011
N -2.0131 -0.4746 2.1699 0.052
C -2.1848 0.7767 1.8642 -0.504
O -1.5050 1.4733 1.0507 -0.112
C -3.1648 1.5128 2.7369 -0.125
C -3.7395 0.9345 3.8671 -0.045
C -4.6264 1.6533 4.6545 -0.121
C -4.9628 2.9610 4.3197 -0.139
C -4.3960 3.5407 3.1921 -0.111
C -3.5000 2.8228 2.4108 -0.025
H 2.2078 1.6170 4.0658 0.059
H 0.9022 0.8301 4.9678 0.065
H 2.4025 -0.0549 4.6575 0.051
H 0.6981 -1.6565 3.8669 0.074
H 0.8801 -3.6520 1.8086 0.070
H -0.5126 -3.5295 0.7476 0.038
H 1.0294 -2.8242 0.2525 0.050
H -3.4677 -0.0849 4.1071 0.096
H -5.0595 1.1931 5.5365 0.083
H -5.6580 3.5222 4.9347 0.079
H -4.6510 4.5597 2.9219 0.086
H -3.0307 3.2536 1.5356 0.114
C 2.7995 -2.5007 -3.5607 -0.261
S 1.8488 -1.2229 -2.7057 0.800
C 1.8129 -0.0417 -4.0492 -0.234
O 0.4613 -1.7533 -2.5743 -0.558
H 2.2637 -2.8011 -4.4621 0.049
H 2.8857 -3.3468 -2.8804 0.040
H 3.7894 -2.1122 -3.8033 0.046
H 2.8200 0.3465 -4.2115 0.060
H 1.1559 0.7600 -3.7111 0.044
H 1.4109 -0.5234 -4.9415 0.058
C -4.5505 -2.9177 -5.0029 -0.074
N -4.3258 -3.6124 -3.7614 -0.154
C -4.7548 -4.8850 -3.4287 -0.090
C -4.3266 -5.1299 -2.1722 -0.085
N -3.6417 -4.0132 -1.7458 -0.145
C -2.9850 -3.8118 -0.4690 -0.062
C -3.6300 -3.0509 -2.7210 -0.757
Se -2.8357 -1.4335 -2.5845 0.760
H -5.1284 -3.5616 -5.6654 0.077
H -3.5964 -2.6578 -5.4630 0.079
H -5.0862 -1.9860 -4.8171 0.077
H -5.3212 -5.4982 -4.1069 0.098
H -4.4492 -5.9993 -1.5511 0.103
H -3.1229 -4.7062 0.1379 0.085
H -3.3925 -2.9355 0.0356 0.083
H -1.9260 -3.6155 -0.6302 0.059
O -1.0514 0.9614 -1.6766 -0.574
C 4.0828 0.2313 -0.0954 -0.007
C 3.2066 -0.8297 0.4919 -0.457
C 3.7858 -1.9396 1.3459 0.001
O 2.0037 -0.7748 0.3862 -0.045
H 5.1413 0.0703 0.1020 0.078
H 3.7461 1.1641 0.3607 0.090
H 3.8983 0.3249 -1.1656 0.068
H 4.8621 -1.8649 1.4918 0.065
H 3.5377 -2.9056 0.9005 0.080
H 3.2393 -1.8922 2.2939 0.082
F 4.1236 6.8794 -4.6323 0.063
C 4.5422 5.7452 -4.0366 -0.188
C 3.8276 5.1760 -3.0546 0.045
N 4.2450 4.0477 -2.4022 0.010
C 3.3642 3.4373 -1.4013 -0.021
C 2.1099 2.8020 -2.0714 -0.646
O 1.7153 3.4302 -3.0674 0.002
O 1.6375 1.7772 -1.5440 -0.070
C 5.3668 3.3697 -2.8053 -0.464
O 5.7551 2.3214 -2.3234 0.066
N 6.0725 3.9874 -3.8278 0.206
C 5.7775 5.1651 -4.5047 -0.420
O 6.5144 5.5972 -5.3735 0.055
H 2.8793 5.5776 -2.7330 0.149
H 3.0206 4.2274 -0.7319 0.134
H 3.9584 2.7314 -0.8378 0.085
H 6.9105 3.5060 -4.1152 0.158
```